{"formula": "C14H6AuCl2F6N3OS", "method": "ωB97M-V/def2-TZVPD", "symbols": ["Au", "Cl", "C", "C", "C", "C", "C", "Cl", "C", "S", "H", "H", "H", "N", "C", "C", "C", "N", "C", "N", "C", "C", "O", "C", "F", "F", "F", "C", "F", "F", "F", "H", "H", "H"], "coordinates": [[-0.09, 0.94, -1.50], [-1.62, 2.23, -0.24], [0.58, -0.59, 2.31], [0.78, -0.45, 3.69], [1.98, -0.04, 4.23], [3.02, 0.25, 3.37], [2.83, 0.11, 2.01], [4.23, 0.51, 1.04], [1.63, -0.31, 1.40], [1.67, -0.50, -0.34], [-0.04, -0.67, 4.36], [2.10, 0.06, 5.30], [3.98, 0.59, 3.74], [0.73, 0.76, -3.56], [1.15, 0.39, -4.57], [1.65, -0.03, -5.81], [2.81, 0.56, -6.35], [3.75, 1.05, -6.82], [0.97, -1.03, -6.54], [0.42, -1.85, -7.15], [-3.20, -1.39, 1.15], [-1.72, -1.32, 0.83], [-1.32, -1.53, -0.28], [-3.00, 1.60, -0.63], [-3.26, 0.72, -1.57], [-1.10, 4.09, -1.09], [-4.11, 1.98, -0.03], [-0.85, -1.07, 2.10], [-0.94, -2.34, 2.69], [-1.67, -0.29, 2.89], [-0.67, 1.80, 1.65], [-3.72, -1.74, 0.26], [-3.57, -0.41, 1.45], [-3.37, -2.07, 1.99]], "nbo_charge": [0.725, 0.700, -0.108, -0.111, -0.277, -0.225, -0.058, -0.028, -0.125, -0.427, 0.202, 0.193, 0.207, -0.534, 0.426, -0.613, 0.327, -0.435, 0.328, -0.440, -0.725, 0.567, -0.492, 0.538, -0.281, -0.791, -0.299, 0.608, -0.382, -0.342, -0.821, 0.220, 0.240, 0.233], "lumo_ev": 4.65, "max_force_ev_per_a": 1.9, "e_homo_ev": -2.21, "charge": -2, "gap_ev": 6.86, "relative_energy_kcal_mol": 164.39}

{"formula": "C14H6F6FeO5", "method": "ωB97M-V/def2-TZVPD", "symbols": ["Fe", "O", "C", "C", "O", "C", "C", "O", "C", "O", "O", "F", "C", "C", "C", "C", "C", "C", "C", "H", "H", "H", "H", "H", "H", "F", "C", "F", "C", "F", "F", "F"], "coordinates": [[0.26, 0.93, -0.84], [2.03, -4.77, -1.57], [1.66, -3.63, -1.45], [2.30, -2.39, -2.07], [3.30, -2.38, -2.76], [1.48, -1.28, -1.61], [0.43, -1.71, -0.80], [-0.39, -0.85, -0.28], [0.46, -3.17, -0.62], [-0.28, -3.87, 0.03], [1.63, 0.00, -1.84], [-1.45, -1.06, 4.38], [-0.83, -0.25, 3.48], [-1.54, 0.78, 2.91], [-0.89, 1.60, 1.99], [0.45, 1.40, 1.65], [1.07, 2.17, 0.55], [1.13, 0.34, 2.28], [0.50, -0.48, 3.19], [-2.58, 0.92, 3.16], [-1.45, 2.40, 1.51], [2.16, 2.13, 0.55], [0.70, 3.19, 0.47], [2.17, 0.16, 2.02], [1.02, -1.31, 3.65], [-1.87, 2.81, -1.22], [-1.15, 1.93, -2.02], [-0.54, 2.72, -2.97], [-2.20, 1.12, -2.77], [-2.96, 0.43, -1.91], [-1.60, 0.25, -3.59], [-3.03, 1.87, -3.52]], "nbo_charge": [1.686, -0.497, 0.394, 0.376, -0.542, 0.196, 0.219, -0.782, 0.381, -0.531, -0.786, -0.333, 0.389, -0.269, -0.213, -0.095, -0.842, -0.187, -0.265, 0.225, 0.222, 0.221, 0.222, 0.213, 0.228, -0.373, 0.170, -0.359, 0.898, -0.317, -0.320, -0.329], "lumo_ev": [2.92, 1.66], "max_force_ev_per_a": 0.5, "e_homo_ev": [-5.07, -5.22], "spin_multiplicity": 6, "charge": -1, "gap_ev": [7.99, 6.88], "relative_energy_kcal_mol": 0.00}

{"formula": "C14H7N3O4Y", "method": "ωB97M-V/def2-TZVPD", "symbols": ["O", "C", "Y", "O", "C", "C", "O", "C", "O", "N", "C", "C", "C", "C", "C", "C", "C", "N", "C", "C", "N", "C", "H", "H", "H", "H", "H", "H", "H"], "coordinates": [[0.30, -2.85, -1.14], [-0.20, -1.92, -0.64], [-0.98, 0.09, 0.41], [-2.14, -0.15, -3.00], [-1.78, -0.07, -1.91], [1.32, 0.04, -0.21], [2.43, -0.01, -0.55], [0.07, 2.24, 0.01], [0.65, 3.22, -0.20], [-0.38, 1.51, 11.06], [-0.26, 1.24, 9.92], [-0.12, 0.87, 8.53], [-0.98, 1.41, 7.56], [-0.84, 1.04, 6.22], [0.08, 0.04, 5.87], [0.97, -0.48, 6.82], [0.89, -0.03, 8.15], [0.06, -0.50, 4.57], [0.66, -1.71, 4.17], [0.40, -1.86, 2.85], [-0.36, -0.76, 2.42], [-0.53, 0.04, 3.49], [-1.76, 2.11, 7.85], [-1.48, 1.48, 5.45], [1.74, -1.21, 6.55], [1.60, -0.39, 8.90], [1.19, -2.34, 4.86], [0.65, -2.67, 2.17], [-1.09, 0.97, 3.50]], "nbo_charge": [-0.297, 0.413, 1.495, -0.283, 0.408, 0.353, -0.326, 0.392, -0.287, 0.038, 0.235, 0.018, -0.073, -0.235, 0.389, -0.235, -0.057, -0.350, -0.015, -0.036, -0.647, 0.230, 0.288, 0.247, 0.271, 0.290, 0.275, 0.267, 0.232], "lumo_ev": [-11.45, -14.06], "max_force_ev_per_a": 6.1, "e_homo_ev": [-19.92, -16.97], "charge": 3, "gap_ev": [8.47, 2.91]}

{"formula": "C14H8Cl2O3", "method": "ωB97M-V/def2-TZVPD", "symbols": ["O", "C", "O", "C", "O", "C", "C", "C", "Cl", "C", "C", "C", "C", "C", "C", "C", "Cl", "C", "C", "H", "H", "H", "H", "H", "H", "H", "H"], "coordinates": [[-0.56, 0.73, 3.34], [-0.14, 0.94, 2.25], [1.07, 1.49, 2.11], [-0.86, 0.40, 0.98], [-2.30, 0.45, 1.07], [-0.28, -0.92, 0.57], [-0.48, -2.03, 1.37], [0.19, -3.23, 1.13], [0.01, -4.63, 2.33], [1.00, -3.31, 0.04], [1.21, -2.15, -0.82], [0.63, -0.91, -0.52], [0.38, 0.34, -1.15], [0.77, 0.75, -2.42], [0.33, 1.95, -2.91], [-0.41, 2.79, -2.05], [-1.00, 4.33, -2.64], [-0.82, 2.39, -0.67], [-0.47, 1.07, -0.27], [1.48, 1.63, 2.98], [-2.48, 0.53, 2.05], [-1.11, -1.80, 2.19], [1.57, -4.16, -0.28], [1.93, -2.05, -1.65], [1.39, 0.10, -2.98], [0.52, 2.34, -3.90], [-1.57, 2.96, -0.14]], "nbo_charge": [-0.587, 0.794, -0.671, 0.072, -0.677, -0.021, -0.154, 0.003, -0.042, -0.226, -0.186, -0.035, -0.050, -0.176, -0.230, -0.021, 0.005, -0.190, 0.021, 0.508, 0.491, 0.226, 0.237, 0.220, 0.218, 0.235, 0.237], "lumo_ev": -0.12, "max_force_ev_per_a": 5.4, "e_homo_ev": -8.40, "smiles": "O=C(O)C1(O)c2cc(Cl)ccc2-c2ccc(Cl)cc21", "gap_ev": 8.28}

{"formula": "C14H8F5N3S3SbSe4Ta", "method": "ωB97M-V/def2-TZVPD", "symbols": ["Ta", "C", "S", "C", "S", "N", "N", "C", "C", "C", "C", "C", "C", "N", "H", "H", "H", "H", "H", "H", "H", "H", "F", "C", "C", "F", "C", "F", "C", "S", "C", "F", "C", "F", "Se", "Sb", "Se", "Se", "Se"], "coordinates": [[-0.69, -0.01, 0.76], [4.75, 0.30, 2.70], [3.23, 0.24, 3.65], [2.07, 0.30, 2.38], [0.39, 0.39, 2.90], [2.43, 0.35, 1.15], [1.37, 0.36, 0.26], [1.73, 0.44, -0.98], [0.66, 0.44, -1.97], [0.84, 0.68, -3.32], [-0.24, 0.51, -4.16], [-1.46, 0.09, -3.64], [-1.57, -0.09, -2.28], [-0.54, 0.13, -1.45], [5.56, 0.23, 3.43], [4.83, 1.24, 2.16], [4.79, -0.54, 2.00], [2.76, 0.62, -1.24], [1.82, 0.94, -3.69], [-0.14, 0.67, -5.23], [-2.31, -0.10, -4.27], [-2.49, -0.45, -1.82], [-6.11, -0.40, -0.97], [-5.02, 0.27, -0.60], [-4.35, -0.05, 0.54], [-4.75, -1.03, 1.33], [-3.20, 0.69, 0.86], [-2.56, 0.39, 2.05], [-2.71, 1.76, 0.14], [-1.24, 2.56, 0.60], [-3.43, 2.04, -1.05], [-3.01, 3.00, -1.85], [-4.56, 1.33, -1.40], [-5.20, 1.62, -2.52], [3.39, -3.38, 1.49], [2.25, -3.88, -0.51], [-0.80, -2.22, 0.56], [2.01, -2.16, -2.23], [1.38, -5.97, -1.08]], "nbo_charge": [1.046, -0.745, 0.362, -0.043, -0.059, -0.355, -0.399, 0.146, 0.288, -0.229, -0.117, -0.241, 0.069, -0.553, 0.234, 0.229, 0.258, 0.255, 0.245, 0.236, 0.241, 0.218, -0.266, 0.262, 0.359, -0.264, 0.182, -0.262, -0.272, -0.096, 0.320, -0.275, 0.305, -0.269, -0.596, 1.061, -0.074, -0.658, -0.542], "lumo_ev": -2.06, "max_force_ev_per_a": 2.4, "e_homo_ev": -7.65, "gap_ev": 5.59, "relative_energy_kcal_mol": 0.00}